Record 1
The following is a quantum chemistry calculation of a 2-piece molecular cluster, C4H8O2 overall, from the Open Molecules 2025 dataset.

Kohn-Sham gap (spin up / spin down): 8.3 / 8.3 eV
HOMO level (spin up / spin down): -7.78 / -7.77 eV
E_LUMO (spin up / spin down): 0.497 / 0.533 eV
Relative energy (zero: lowest compared OMol25 entry of this formula, charge and spin): 462.5 kJ/mol

```
14
Properties=species:S:1:pos:R:3:nbo_charge:R:1
C -2.20 -0.12 -0.45 -0.16
O -1.62 -0.21 0.71 -0.35
C -0.74 -1.07 1.12 -0.15
C 1.14 0.01 -0.79 0.43
O 1.74 -0.97 -1.17 -0.54
C 1.76 1.11 0.04 -0.73
H -2.92 0.68 -0.54 0.18
H 0.08 0.19 -1.09 0.11
H -2.07 -0.92 -1.17 0.16
H -0.42 -0.95 2.14 0.18
H -0.48 -1.91 0.48 0.17
H 2.70 0.76 0.47 0.23
H 1.07 1.42 0.83 0.23
H 1.96 1.98 -0.60 0.24
```

Record 2
The following is a quantum chemistry calculation of C33H33N8O5PdS as an isolated structure, from the Open Molecules 2025 dataset.

Kohn-Sham gap (spin up / spin down): 7.0 / 6.1 eV
Net charge: +1
<S²>: 2.005
HOMO level (spin up / spin down): -9.77 / -9.80 eV
E_LUMO (spin up / spin down): -2.732 / -3.676 eV
2S+1: 3
Relative energy (zero: lowest compared OMol25 entry of this formula, charge and spin): 2.7 kJ/mol

```
81
Properties=species:S:1:pos:R:3:lowdin_spin:R:1
Pd 0.94 0.49 -0.53 1.49
O 6.15 -0.64 -5.20 0.00
C 6.43 -0.29 -3.86 0.00
C 5.13 -0.11 -3.12 0.00
C 3.91 -0.17 -3.77 0.00
C 2.76 0.03 -3.04 0.01
N 2.77 0.28 -1.73 0.07
C 3.94 0.32 -1.08 0.01
C 5.14 0.14 -1.75 0.00
C 3.86 0.57 0.38 0.01
C 4.98 0.68 1.18 0.00
C 4.84 0.89 2.55 0.00
C 6.05 1.05 3.43 0.00
O 7.22 0.49 2.88 0.00
C 3.55 0.98 3.06 0.00
C 2.47 0.87 2.20 0.01
N 2.63 0.66 0.89 0.08
H 6.98 -0.70 -5.69 0.00
H 7.00 0.64 -3.80 0.00
H 7.01 -1.07 -3.35 0.00
H 3.86 -0.36 -4.83 0.00
H 1.78 -0.01 -3.50 0.00
H 6.08 0.17 -1.22 0.00
H 5.98 0.61 0.77 0.00
H 5.84 0.65 4.43 0.00
H 6.25 2.12 3.55 0.00
H 7.24 -0.46 3.05 0.00
H 3.37 1.13 4.12 0.00
H 1.45 0.95 2.56 0.00
N -4.31 6.58 2.09 0.00
C -3.70 5.36 1.97 0.00
C -2.32 5.23 2.16 0.00
C -1.71 4.00 2.09 0.00
C -2.48 2.86 1.83 0.00
C -3.85 2.97 1.63 0.00
C -4.45 4.21 1.71 0.00
S -1.71 1.30 1.77 0.01
O -0.61 1.30 2.71 0.00
O -2.72 0.29 1.91 0.00
N -0.98 1.19 0.31 0.07
C -1.70 1.00 -0.83 0.01
N -0.89 0.62 -1.86 0.07
C -1.44 0.41 -3.04 0.01
C -2.80 0.57 -3.25 0.00
C -3.54 0.96 -2.14 0.00
N -3.02 1.17 -0.94 0.00
H -3.74 7.40 2.03 0.00
H -5.24 6.68 1.72 0.00
H -1.73 6.11 2.38 0.00
H -0.65 3.90 2.26 0.00
H -4.42 2.08 1.43 0.00
H -5.53 4.29 1.57 0.00
H -0.78 0.09 -3.84 0.00
H -3.25 0.41 -4.21 0.00
H -4.61 1.11 -2.22 0.00
C -2.65 -4.74 -0.28 0.00
N -2.09 -3.40 -0.11 0.01
N -0.97 -3.09 -0.86 0.01
C -0.19 -2.21 -0.15 0.01
O 0.83 -1.66 -0.65 0.10
C -0.79 -2.07 1.12 0.00
C -1.93 -2.82 1.11 0.00
C -2.90 -3.04 2.21 0.00
C -1.05 -3.09 -2.29 0.00
C -2.27 -2.93 -2.93 0.00
C -2.32 -2.91 -4.31 0.00
C -1.15 -3.04 -5.05 0.00
C 0.07 -3.20 -4.40 0.00
C 0.12 -3.24 -3.02 0.00
H -2.86 -4.92 -1.33 0.00
H -3.58 -4.79 0.28 0.00
H -1.95 -5.50 0.09 0.00
H -0.45 -1.44 1.93 0.00
H -2.72 -2.30 2.99 0.00
H -2.80 -4.04 2.63 0.00
H -3.93 -2.91 1.86 0.00
H -3.17 -2.79 -2.34 0.00
H -3.27 -2.80 -4.81 0.00
H -1.19 -3.03 -6.13 0.00
H 0.98 -3.31 -4.98 0.00
H 1.06 -3.38 -2.50 0.00
```

Record 3
The following is a quantum chemistry calculation of the molecule C2H6N2O at a distorted geometry, from the Open Molecules 2025 dataset.

Kohn-Sham gap: 10.1 eV
SMILES: [H]/N=C(\N)OC
HOMO level: -9.19 eV
E_LUMO: 0.900 eV
Relative energy (zero: lowest compared OMol25 entry of this formula, charge and spin): 123.1 kJ/mol

```
11
Properties=species:S:1:pos:R:3:nbo_charge:R:1
H 1.23 1.86 -0.02 0.34
N 0.37 1.37 0.00 -0.82
C 0.49 0.08 0.01 0.70
N 1.64 -0.62 -0.06 -0.83
O -0.56 -0.73 -0.06 -0.51
C -1.86 -0.05 0.01 -0.25
H 1.70 -1.65 0.29 0.41
H 2.42 0.00 0.21 0.39
H -1.96 0.52 0.93 0.20
H -2.13 0.54 -0.81 0.20
H -2.64 -0.82 0.16 0.19
```

Record 4
The following is a quantum chemistry calculation of a 2-piece molecular cluster, C11H15N2O6P overall, from the Open Molecules 2025 dataset.

Kohn-Sham gap: 7.6 eV
SMILES: [H]/N=C\CC1=CC(=O)C(P(N)O)=C(COC(C)=O)C1=O.O
HOMO level: -9.21 eV
E_LUMO: -1.647 eV

```
35
Properties=species:S:1:pos:R:3:nbo_charge:R:1
H -3.36 2.50 -0.77 0.35
N -4.26 2.17 -0.43 -0.57
C -4.11 1.40 0.56 0.14
C -2.78 1.01 1.20 -0.52
C -2.03 0.00 0.38 -0.01
C -2.17 -1.32 0.51 -0.25
C -1.44 -2.20 -0.44 0.52
O -1.92 -3.23 -0.86 -0.52
C -0.09 -1.71 -0.87 -0.41
P 1.31 -2.89 -1.29 1.28
N 0.68 -4.42 -0.87 -1.18
O 2.25 -2.61 0.03 -0.98
C 0.06 -0.39 -0.99 -0.06
C 1.31 0.32 -1.45 -0.12
O 1.48 1.53 -0.72 -0.50
C 1.82 1.46 0.59 0.80
C 2.84 0.45 1.04 -0.75
O 1.36 2.26 1.35 -0.58
C -1.12 0.49 -0.70 0.52
O -1.35 1.50 -1.32 -0.49
H -4.99 0.94 1.01 0.17
H -2.96 0.59 2.19 0.23
H -2.16 1.91 1.34 0.25
H -2.85 -1.76 1.23 0.23
H 0.79 -4.62 0.11 0.38
H -0.28 -4.56 -1.16 0.42
H 1.74 -2.60 0.85 0.48
H 1.20 0.61 -2.50 0.23
H 2.18 -0.33 -1.38 0.21
H 2.43 -0.08 1.89 0.24
H 3.19 -0.24 0.29 0.23
H 3.70 1.02 1.41 0.26
O 3.54 4.15 -0.06 -0.95
H 3.17 4.85 -0.60 0.47
H 2.79 3.82 0.45 0.48
```

Record 5
The following is a quantum chemistry calculation of a 15-piece molecular cluster, C62H92F18O39 overall at a distorted geometry, from the Open Molecules 2025 dataset.

Kohn-Sham gap: 9.6 eV
HOMO level: -9.49 eV
E_LUMO: 0.109 eV

```
211
Properties=species:S:1:pos:R:3:mulliken_charge:R:1
C 4.71 -9.51 -6.84 -0.73
O 3.57 -8.68 -6.90 -0.39
C 3.77 -7.19 -6.93 -0.07
C 4.94 -6.62 -6.10 -0.58
O 5.00 -5.19 -6.15 -0.44
C 3.89 -4.66 -5.53 -0.14
C 4.07 -3.11 -5.79 -0.36
O 2.81 -2.37 -5.77 -0.48
C 2.22 -2.32 -4.50 -0.75
H 4.54 -10.55 -7.10 0.26
H 5.13 -9.28 -5.86 0.29
H 5.48 -9.13 -7.52 0.32
H 2.85 -6.98 -6.39 0.06
H 3.68 -6.67 -7.88 0.29
H 5.87 -7.14 -6.32 0.44
H 4.73 -7.01 -5.11 0.39
H 3.85 -4.85 -4.45 0.25
H 2.90 -4.82 -5.97 0.25
H 4.51 -2.93 -6.77 0.34
H 4.77 -2.60 -5.12 0.11
H 2.86 -2.72 -3.71 0.27
H 1.33 -2.96 -4.52 0.35
H 1.83 -1.34 -4.23 0.31
C -2.63 1.35 1.66 -0.95
C -1.37 2.05 1.99 1.35
O -0.36 1.92 0.98 0.08
C 0.31 0.81 0.78 -0.01
O 0.11 -0.19 1.46 -0.47
C 1.18 0.76 -0.50 0.71
F 2.23 0.03 -0.18 -0.14
F 0.51 0.15 -1.48 -0.24
F 1.62 1.92 -0.98 -0.09
H -3.37 1.53 2.44 0.40
H -2.39 0.29 1.72 0.04
H -3.13 1.64 0.74 0.19
H -1.02 1.76 2.97 -0.05
H -1.67 3.10 2.09 -0.86
C -0.12 -6.65 -4.00 -0.96
C 0.07 -6.72 -2.50 -0.21
O 0.51 -5.48 -1.93 -0.05
C 0.98 -5.33 -0.60 0.06
O 0.92 -6.24 0.22 -0.58
C 1.65 -4.02 -0.29 0.97
F 2.93 -4.08 -0.60 -0.24
F 1.22 -3.06 -1.12 -0.22
F 1.42 -3.72 0.99 -0.11
H -0.30 -7.64 -4.42 0.41
H 0.74 -6.15 -4.45 0.05
H -0.99 -6.01 -4.16 0.31
H 0.85 -7.42 -2.20 0.32
H -0.88 -7.09 -2.12 0.26
C 5.45 0.41 -8.79 -1.20
C 4.42 1.12 -7.87 -0.27
O 4.58 0.51 -6.60 -0.12
C 5.39 1.00 -5.63 -0.02
O 6.03 2.04 -5.82 -0.55
C 5.45 0.14 -4.33 1.01
F 4.34 -0.56 -4.01 -0.04
F 6.49 -0.64 -4.36 -0.28
F 5.66 0.95 -3.31 -0.22
H 6.52 0.62 -8.71 0.33
H 5.24 0.69 -9.83 0.43
H 5.34 -0.67 -8.86 0.26
H 3.45 1.01 -8.37 0.35
H 4.44 2.21 -7.90 0.34
C -0.27 -4.67 5.87 -1.15
C -0.66 -3.59 6.85 -0.24
O -1.21 -2.46 6.22 -0.09
C -1.24 -1.29 6.85 0.04
O -0.77 -1.13 7.92 -0.50
C -1.95 -0.07 6.16 1.01
F -1.90 -0.26 4.90 -0.14
F -3.21 0.22 6.54 -0.24
F -1.21 1.04 6.35 -0.25
H 0.42 -5.38 6.32 0.40
H 0.19 -4.17 5.01 0.25
H -1.07 -5.26 5.43 0.29
H 0.23 -3.36 7.45 0.36
H -1.27 -4.19 7.53 0.24
C 0.30 3.39 -4.05 -1.01
C 1.56 4.33 -4.42 0.29
O 0.96 5.59 -4.36 -0.19
C 1.75 6.66 -4.29 0.49
O 2.91 6.62 -3.82 -0.57
C 1.09 8.02 -4.76 0.81
F 1.17 8.95 -3.83 -0.24
F 1.74 8.34 -5.76 -0.22
F -0.23 7.84 -5.15 -0.26
H -0.24 3.87 -3.23 0.25
H 0.65 2.43 -3.67 0.16
H -0.25 3.16 -4.96 0.44
H 2.07 4.10 -5.36 0.42
H 2.25 4.17 -3.58 -0.27
C -9.24 -2.48 -0.93 -0.96
C -8.23 -3.37 -1.76 -0.36
O -6.99 -2.73 -1.71 -0.14
C -6.61 -1.93 -2.83 0.12
O -7.31 -1.62 -3.82 -0.52
C -5.13 -1.50 -2.81 0.92
F -4.90 -0.60 -3.81 -0.22
F -4.80 -0.97 -1.61 -0.21
F -4.45 -2.68 -2.88 -0.20
H -9.16 -1.43 -1.21 0.29
H -8.89 -2.61 0.10 0.26
H -10.24 -2.91 -1.03 0.36
H -8.49 -3.69 -2.77 0.36
H -8.30 -4.32 -1.23 0.31
C -2.12 -2.77 1.21 -0.41
C -2.57 -4.20 1.51 0.48
C -3.98 -4.42 1.93 -0.22
O -4.49 -5.43 1.17 -0.44
C -3.64 -5.66 0.04 0.51
O -3.80 -6.42 -0.87 -0.56
O -2.59 -4.87 0.23 -0.22
H -2.85 -2.20 0.64 0.13
H -1.15 -2.77 0.71 -0.14
H -2.03 -2.21 2.14 0.00
H -1.76 -4.78 1.95 0.24
H -4.67 -3.60 1.77 0.27
H -3.94 -4.59 3.00 0.31
C 1.39 6.46 1.78 -1.41
C -0.05 6.81 1.50 0.58
C -0.65 6.08 0.27 -0.15
O -1.78 5.49 0.87 -0.17
C -1.82 5.63 2.21 0.41
O -2.67 5.09 2.90 -0.45
O -0.82 6.30 2.62 -0.41
H 1.64 6.99 2.70 0.44
H 1.97 7.02 1.05 0.39
H 1.74 5.44 1.66 0.17
H -0.22 7.88 1.38 0.32
H -0.01 5.33 -0.19 0.11
H -0.99 6.83 -0.46 0.23
C 5.76 4.89 1.44 -1.21
C 5.54 5.09 -0.13 0.36
C 5.01 3.74 -0.79 -0.42
O 3.89 4.09 -1.52 0.02
C 3.43 5.18 -0.85 0.30
O 2.30 5.68 -1.05 -0.51
O 4.37 5.89 -0.24 -0.32
H 4.97 4.27 1.87 0.18
H 5.73 5.87 1.91 0.38
H 6.73 4.41 1.55 0.40
H 6.35 5.54 -0.69 0.43
H 4.81 2.92 -0.09 0.03
H 5.84 3.40 -1.40 0.28
C 8.75 -1.60 -0.25 -1.38
C 7.57 -2.54 0.17 0.44
C 6.51 -2.85 -0.84 0.05
O 6.33 -4.22 -0.61 -0.20
C 7.38 -4.73 -0.08 0.50
O 7.68 -5.91 -0.04 -0.62
O 8.27 -3.75 0.24 -0.39
H 9.57 -1.79 0.43 0.39
H 8.43 -0.59 -0.01 0.35
H 9.06 -1.69 -1.29 0.34
H 7.31 -2.55 1.23 0.31
H 6.83 -2.64 -1.86 0.20
H 5.62 -2.35 -0.45 0.00
C -6.87 5.36 7.93 -1.15
C -6.09 5.58 6.66 0.37
C -4.79 4.76 6.51 -0.52
O -5.03 3.87 5.45 -0.19
C -6.32 4.09 4.91 0.66
O -6.89 3.48 4.02 -0.60
O -6.91 5.07 5.62 -0.39
H -6.74 4.28 8.05 0.22
H -7.92 5.56 7.69 0.33
H -6.44 5.93 8.75 0.36
H -5.75 6.60 6.52 0.38
H -4.55 4.16 7.39 0.26
H -4.02 5.45 6.16 0.29
C -6.35 -0.37 8.11 -1.32
C -6.53 -0.75 6.54 0.35
C -6.13 0.37 5.61 -0.29
O -5.33 -0.32 4.59 -0.18
C -5.06 -1.48 5.00 0.36
O -4.28 -2.25 4.43 -0.50
O -5.66 -1.77 6.17 -0.30
H -5.29 -0.21 8.33 0.32
H -6.89 -1.21 8.54 0.36
H -6.90 0.44 8.59 0.36
H -7.48 -1.04 6.10 0.44
H -5.46 1.05 6.13 0.02
H -6.99 0.82 5.11 0.41
C 2.34 1.47 4.58 -1.49
C 3.68 0.79 4.23 0.42
C 3.83 -0.74 4.14 -0.30
O 4.28 -0.90 2.88 -0.38
C 4.33 0.22 2.19 0.59
O 4.63 0.27 1.02 -0.46
O 4.09 1.25 2.94 -0.29
H 1.93 1.37 5.58 0.49
H 1.48 1.17 3.98 0.17
H 2.51 2.55 4.62 0.42
H 4.39 1.20 4.95 0.22
H 2.92 -1.27 4.40 0.27
H 4.64 -0.89 4.86 0.32
C -5.50 2.77 -1.07 -1.51
C -5.87 4.12 -0.43 0.50
C -5.05 4.79 0.71 0.86
O -4.93 6.09 0.23 -0.35
C -5.39 6.18 -1.01 0.67
O -5.52 7.23 -1.56 -0.61
O -5.66 5.00 -1.51 -0.36
H -6.25 2.53 -1.82 0.44
H -5.46 1.99 -0.31 0.38
H -4.60 2.87 -1.66 0.38
H -6.92 4.31 -0.22 0.34
H -4.08 4.30 0.86 -0.52
H -5.50 4.88 1.70 -0.18
```

Record 6
The following is a quantum chemistry calculation of a 2-piece molecular cluster, C47H48N3O2 overall at a distorted geometry, from the Open Molecules 2025 dataset.

Kohn-Sham gap: 5.4 eV
Net charge: +1
HOMO level: -9.39 eV
E_LUMO: -3.955 eV
Relative energy (zero: lowest compared OMol25 entry of this formula, charge and spin): 47.2 kJ/mol

```
100
Properties=species:S:1:pos:R:3:mulliken_charge:R:1
C -7.04 2.30 -0.81 -1.65
C -5.62 2.41 -0.33 0.62
C -4.56 2.44 -1.24 -1.01
C -3.24 2.57 -0.80 0.77
C -2.15 2.86 -1.78 -1.31
C -2.97 2.53 0.58 0.33
N -1.64 2.73 1.04 1.77
C -0.50 2.01 0.82 -0.58
C -0.24 0.89 -0.08 0.41
C -1.22 -0.18 -0.36 2.14
C -1.55 -0.43 -1.79 -2.81
C -2.20 -0.46 0.66 0.46
C -1.93 -0.25 2.04 -0.24
C -2.94 -0.39 2.99 -0.69
C -4.23 -0.77 2.61 -0.56
C -4.51 -1.02 1.26 -0.78
C -3.49 -0.97 0.32 -0.96
O 0.86 0.88 -0.72 -0.64
N 0.54 2.78 1.28 0.76
C 1.94 2.53 1.12 0.19
C 2.52 1.43 1.76 0.66
C 1.72 0.64 2.75 -0.29
C 3.83 1.09 1.41 -0.66
C 4.56 1.86 0.50 0.06
C 5.91 1.41 0.02 -1.64
C 4.01 3.05 0.03 -1.02
C 2.70 3.41 0.34 0.59
C 2.11 4.65 -0.24 -1.43
C 0.03 3.95 1.83 -1.68
C -1.29 3.93 1.67 -0.59
C -4.02 2.63 1.50 0.77
C -3.80 2.84 2.97 -1.96
C -5.34 2.55 1.03 -1.10
H -7.72 2.16 0.03 0.38
H -7.34 3.20 -1.36 0.35
H -7.16 1.45 -1.49 0.37
H -4.76 2.41 -2.31 0.44
H -1.59 3.78 -1.52 0.26
H -1.43 2.04 -1.86 0.21
H -2.59 3.01 -2.78 0.49
H -1.83 -1.49 -1.94 0.64
H -2.41 0.19 -2.12 0.62
H -0.70 -0.21 -2.43 0.20
H -0.90 -0.07 2.35 0.24
H -2.71 -0.21 4.04 0.44
H -5.02 -0.85 3.35 0.43
H -5.52 -1.29 0.94 0.45
H -3.68 -1.31 -0.71 0.36
H 2.36 -0.07 3.28 0.57
H 1.24 1.29 3.49 0.38
H 0.94 0.06 2.24 -0.28
H 4.29 0.20 1.86 0.38
H 6.55 2.28 -0.19 0.42
H 6.41 0.77 0.75 0.37
H 5.83 0.84 -0.92 0.29
H 4.60 3.70 -0.62 0.39
H 2.88 5.14 -0.85 0.45
H 1.25 4.46 -0.90 0.21
H 1.80 5.36 0.53 0.35
H 0.66 4.72 2.24 0.82
H -2.03 4.67 1.91 0.88
H -4.75 2.69 3.49 0.42
H -3.09 2.12 3.39 0.25
H -3.46 3.86 3.19 0.43
H -6.16 2.61 1.75 0.34
C 5.19 -3.29 3.70 -0.70
O 4.32 -4.23 3.03 -0.50
C 3.40 -3.73 2.16 0.36
C 3.25 -2.36 1.87 0.40
C 2.26 -1.94 1.00 0.27
C 1.29 -2.83 0.50 -0.36
C 0.27 -2.33 -0.43 -0.52
C 0.66 -2.42 -1.80 0.73
C 0.44 -3.53 -2.73 0.71
C -0.15 -4.78 -2.62 -0.20
C -0.14 -5.64 -3.73 -0.94
C 0.47 -5.25 -4.94 -0.64
C 1.14 -4.01 -5.05 -1.02
C 1.11 -3.19 -3.93 0.17
N 1.75 -1.96 -3.73 0.34
C 2.59 -1.31 -4.73 -1.05
C 1.51 -1.51 -2.48 -1.04
C 1.49 -4.22 0.74 -0.32
C 2.54 -4.67 1.53 -1.14
H 5.92 -3.90 4.23 0.28
H 5.72 -2.64 2.99 0.27
H 4.62 -2.68 4.43 0.31
H 3.92 -1.63 2.34 -0.21
H 2.22 -0.89 0.68 0.19
H -0.77 -2.42 -0.15 0.78
H -0.60 -5.09 -1.67 0.44
H -0.61 -6.62 -3.66 0.40
H 0.42 -5.90 -5.80 0.40
H 1.63 -3.68 -5.96 0.31
H 2.25 -1.60 -5.72 0.36
H 2.52 -0.23 -4.59 0.36
H 3.64 -1.62 -4.64 0.31
H 1.98 -0.60 -2.10 0.93
H 0.83 -4.94 0.28 0.35
H 2.72 -5.73 1.70 0.46
```